No. 1
Molecular formula: C3H8NO2
Method: DFT, ωB97M-V/def2-TZVPD

Last column: Löwdin charge in e.
Atoms and positions in Å:
C -1.183 -0.731 1.669  0.021
N -0.445 -1.367 0.512  0.035
C 0.786 -0.601 0.160  -0.010
C 0.375 0.607 -0.625  -0.532
O -0.777 0.916 -0.776  0.133
O 1.370 1.291 -1.147  0.167
H -1.583 0.213 1.336  0.097
H -0.560 -0.560 2.544  0.112
H -1.991 -1.383 2.000  0.112
H -1.166 -1.379 -0.224  0.192
H -0.215 -2.312 0.773  0.178
H 1.446 -0.413 0.994  0.158
H 1.277 -1.238 -0.586  0.161
H 0.980 2.098 -1.566  0.176

Values from the calculation:
Charge: +1
DFT total energy: -324.1009 hartree
Energy above the lowest of the compared OMol25 structures with the same formula, charge and spin: 16.53 kcal per mole
LUMO energy: -3.573 eV
2S+1: 1


No. 2
Molecular formula: C3H8NO2
Method: DFT, ωB97M-V/def2-TZVPD

Last column: Löwdin charge in e.
Atoms and positions in Å:
C 0.331 -1.124 -0.470  -0.036
C -2.197 -0.379 0.136  -0.076
C 1.502 0.994 -0.263  -0.006
N 1.348 -0.339 0.351  -0.042
O -0.926 -0.326 -0.079  -0.047
O -2.919 0.736 0.023  0.182
H 0.084 -2.196 0.002  0.117
H -2.657 -1.249 0.389  0.145
H 2.583 1.221 -0.121  0.121
H 1.254 0.857 -1.389  0.141
H 0.865 1.664 0.153  0.053
H 1.016 -0.301 1.249  0.120
H 2.101 -1.005 0.388  0.172
H -2.386 1.448 -0.370  0.156

Values from the calculation:
Charge: +1
DFT total energy: -323.9293 hartree
Energy above the lowest of the compared OMol25 structures with the same formula, charge and spin: 124.20 kcal per mole
LUMO energy: -4.410 eV
2S+1: 1


No. 3
Molecular formula: C3H8NO2
Method: DFT, ωB97M-V/def2-TZVPD

Last column: Löwdin charge in e.
Atoms and positions in Å:
O -1.040 0.714 0.707  0.037
C -1.703 0.643 1.699  -0.355
O -1.278 1.048 2.897  0.120
H -2.601 0.015 1.782  0.149
H -1.888 0.760 3.577  0.116
C 1.896 -1.345 -2.727  0.037
C 0.812 0.153 -1.063  0.165
N 1.199 -1.033 -1.411  0.013
H 1.525 -2.300 -3.071  0.094
H 2.918 -1.443 -2.355  0.111
H 1.741 -0.572 -3.469  0.104
H 0.140 0.778 -1.640  0.137
H 1.038 0.319 -0.017  0.109
H 1.450 -1.632 -0.633  0.163

Values from the calculation:
Charge: +1
DFT total energy: -324.0409 hartree
Energy above the lowest of the compared OMol25 structures with the same formula, charge and spin: 54.18 kcal per mole
LUMO energy: -5.218 eV
2S+1: 1


No. 4
Molecular formula: C3H8NO2S
Method: DFT, ωB97M-V/def2-TZVPD

Last column: Löwdin charge in e.
Atoms and positions in Å:
C 0.900 0.738 1.314  -0.386
C 0.560 -0.661 0.691  -0.336
C -1.392 -0.581 -1.295  -0.737
N 1.761 1.488 0.599  -0.015
O -2.185 -0.729 -0.213  0.098
O -1.933 -0.647 -2.437  0.182
S 0.228 -0.475 -1.096  1.193
H -0.065 1.320 1.466  0.138
H 1.125 0.622 2.384  0.135
H 1.397 -1.340 0.736  0.085
H -0.200 -1.129 1.289  0.090
H 2.734 1.188 0.671  0.106
H 1.522 1.473 -0.400  0.050
H -3.172 -0.562 -0.556  0.233
H -1.279 -0.707 -3.155  0.165

Values from the calculation:
Charge: +1
DFT total energy: -722.2341 hartree
Energy above the lowest of the compared OMol25 structures with the same formula, charge and spin: 42.15 kcal per mole
LUMO energy: -4.628 eV
2S+1: 1


No. 5
Molecular formula: C3H8NO3
Method: DFT, ωB97M-V/def2-TZVPD

Last column: Löwdin charge in e.
Atoms and positions in Å:
C -0.290 0.576 -1.194  -0.294
N -0.220 0.674 0.242  -0.002
C -1.177 -0.017 1.041  -0.797
O -1.791 -0.935 0.469  -0.052
O -1.235 0.346 2.245  -0.100
C 0.357 -0.701 -1.711  -0.112
H 0.251 1.422 -1.631  0.098
H -1.316 0.653 -1.567  0.103
H 0.078 1.548 0.634  0.108
H 0.181 -0.878 -2.773  0.058
H 1.442 -0.738 -1.580  0.062
H -0.032 -1.507 -1.155  0.041
H 1.533 -0.182 1.616  -0.005
H 0.639 -0.039 2.785  0.004
O 1.581 -0.223 2.578  -0.113

Values from the calculation:
Charge: -1
DFT total energy: -399.6761 hartree
Energy above the lowest of the compared OMol25 structures with the same formula, charge and spin: 1.07 kcal per mole
LUMO energy: 4.023 eV
2S+1: 1


No. 6
Molecular formula: C3H8NO3
Method: DFT, ωB97M-V/def2-TZVPD

Last column: Löwdin charge in e.
Atoms and positions in Å:
O -1.953 -1.363 0.081  0.012
C -1.435 -0.628 0.885  -0.287
C -0.025 -0.117 0.747  -0.286
N 0.543 -0.254 -0.569  -0.079
C 2.041 0.241 -0.458  -0.555
O 2.674 -0.136 0.623  -0.314
H -1.902 -0.333 1.850  0.109
H 0.522 -0.731 1.472  0.112
H 0.067 0.939 0.999  0.112
H 0.652 -1.229 -0.791  0.073
H 1.865 1.353 -0.495  0.071
H 2.472 -0.142 -1.403  0.071
H -1.668 1.004 -1.731  0.032
H -0.776 1.798 -0.844  0.015
O -1.717 1.643 -1.012  -0.085

Values from the calculation:
Charge: -1
DFT total energy: -399.5665 hartree
Energy above the lowest of the compared OMol25 structures with the same formula, charge and spin: 69.85 kcal per mole
LUMO energy: 3.902 eV
2S+1: 1


No. 7
Molecular formula: C3H8NO3
Method: DFT, ωB97M-V/def2-TZVPD

Last column: Löwdin charge in e.
Atoms and positions in Å:
O 1.046 -0.595 -1.370  0.045
C 1.982 -1.168 -1.858  -0.337
O 2.776 -1.945 -1.136  0.130
H 2.241 -1.083 -2.918  0.156
H 3.457 -2.330 -1.710  0.133
O -2.563 -0.503 0.602  0.100
C -2.501 0.684 0.743  -0.203
C -1.169 1.352 1.032  -0.085
N -0.123 0.302 0.935  0.180
H -3.386 1.335 0.675  0.144
H -0.965 2.134 0.301  0.144
H -1.179 1.778 2.038  0.144
H 0.763 0.555 1.366  0.176
H -0.468 -0.573 1.350  0.169
H 0.088 0.056 -0.051  0.105

Values from the calculation:
Charge: +1
DFT total energy: -399.3431 hartree
Energy above the lowest of the compared OMol25 structures with the same formula, charge and spin: 5.14 kcal per mole
LUMO energy: -3.180 eV
2S+1: 1


No. 8
Molecular formula: C3H8NO3
Method: DFT, ωB97M-V/def2-TZVPD

Last column: Löwdin charge in e.
Atoms and positions in Å:
N -1.146 0.051 -1.107  0.220
C -0.428 -0.327 0.237  -0.094
C 0.439 -1.622 -0.251  -0.086
O 0.780 -1.363 -1.688  -0.135
C 0.102 0.802 1.032  -0.504
O 0.874 0.714 1.910  0.204
O -0.411 1.979 0.505  0.055
H -1.019 1.052 -1.370  0.175
H -0.654 -0.516 -1.958  0.206
H -2.060 -0.088 -1.023  0.093
H -1.252 -1.028 0.896  0.238
H -0.262 -2.433 -0.227  0.106
H 1.433 -1.846 0.233  0.158
H 1.507 -2.050 -1.858  0.156
H -0.293 2.801 1.134  0.208

Values from the calculation:
Charge: +1
DFT total energy: -399.2816 hartree
Energy above the lowest of the compared OMol25 structures with the same formula, charge and spin: 43.71 kcal per mole
LUMO energy: -3.703 eV
2S+1: 1